{"formula": "C6H11NO2", "method": "ωB97M-V/def2-TZVPD", "largest_force_ev_per_a": 4.543, "total_charge": 0, "gap_ev": 9.33, "lumo_energy_ev": 1.0, "homo_energy_ev": -8.35, "symbols": ["C", "C", "C", "C", "C", "C", "N", "O", "O", "H", "H", "H", "H", "H", "H", "H", "H", "H", "H", "H"], "xyz": [[0.3770, -0.8194, 1.0345], [1.3334, -0.5227, 0.1505], [-0.8906, 0.1582, 0.7320], [2.7166, -0.9162, -0.0990], [-0.3921, 2.4166, -0.1406], [-2.2121, -1.3199, -0.8304], [-0.2804, 0.9509, -0.3573], [1.0601, 0.5843, -0.5683], [-2.0798, -0.4166, 0.3119], [0.2244, -1.5222, 1.7463], [-1.3540, 0.5663, 1.6657], [3.3815, -0.0660, -0.2452], [2.9154, -1.6458, -0.8056], [3.1141, -1.5218, 0.7316], [-1.3112, 2.8363, -0.4431], [-0.2654, 2.8458, 0.9660], [0.2826, 2.9742, -0.6996], [-1.3323, -1.0729, -1.3742], [-3.1708, -1.1616, -1.2212], [-2.1166, -2.3474, -0.5540]]}